[1]
Formula: C4H8NO
Source: the Open Molecules 2025 dataset
Level of theory: ωB97M-V/def2-TZVPD

Largest force on an atom   4.637 eV/Å
Charge   +1
E_LUMO (spin up / spin down)   -4.135 / -4.172 eV
E_tot   -7800.3417 eV

Element x y z (Å)
1 C -2.1199 -0.4042 -0.5196
2 C -2.2437 0.0191 0.7667
3 C -0.9751 0.1307 0.0520
4 C 1.5110 0.3365 -0.3809
5 N 0.3978 -0.4634 0.2932
6 O 2.6057 -0.4324 0.1346
7 H -2.6892 -0.9337 -1.2841
8 H -2.7855 -0.0800 1.7201
9 H -0.6247 2.6043 -0.1765
10 H 1.3335 0.2553 -1.5489
11 H 1.4318 1.3671 -0.1586
12 H 0.2912 -1.4305 0.0571
13 H 0.4455 -0.4959 1.4367
14 H 3.4216 -0.4728 -0.3919

Here are the Löwdin charges for atoms 1 to 4, given in e: C 0.05; C 0.10; C -0.25; C -0.16

***

[2]
Formula: C4H8NO
Source: the Open Molecules 2025 dataset
Level of theory: ωB97M-V/def2-TZVPD

Largest force on an atom   3.693 eV/Å
Charge   +1
Structure (SMILES)   C[C@@H]1C(=O)[C@H]1[NH3+]
E_LUMO   -4.031 eV
E_tot   -7804.5878 eV

Element x y z (Å)
1 C -1.8605 -0.1058 -0.1605
2 C -0.7062 0.5863 -0.4964
3 C -0.2303 -0.6264 0.4566
4 C -0.2803 1.8130 0.2509
5 N 0.3074 -1.8940 0.0112
6 O -2.9246 -0.5625 -0.0335
7 H -0.4025 0.6292 -1.4718
8 H -0.2337 -0.3667 1.5082
9 H -0.2340 2.6458 -0.4137
10 H 0.7126 1.6599 0.7598
11 H -0.8816 2.0857 1.0643
12 H 0.7896 -1.8853 -0.9973
13 H -0.3154 -2.7013 0.1820
14 H 0.9250 -2.3248 0.7183

Here are the natural (NBO) charges for atoms 1 to 4, given in e: C 0.72; C -0.34; C -0.34; C -0.59

***

[3]
Formula: C4H8NO
Source: the Open Molecules 2025 dataset
Level of theory: ωB97M-V/def2-TZVPD

Largest force on an atom   3.752 eV/Å
2S+1   3
Charge   +1
E_LUMO (spin up / spin down)   -4.514 / -7.611 eV
E_tot   -7802.8679 eV

Element x y z (Å)
1 C -0.1650 -1.1672 -0.6183
2 C -0.4776 0.8436 1.3357
3 C 0.7145 -0.1825 -0.9195
4 C 0.7651 0.7931 0.2247
5 N -1.3432 -1.6735 -0.6252
6 O 1.5474 -0.0714 -1.9328
7 H -1.5507 1.0042 1.0180
8 H -0.3971 -0.1484 1.7027
9 H -0.2416 1.4933 2.2009
10 H 1.0879 1.7729 0.0027
11 H 1.6302 0.4813 0.9324
12 H -2.0397 -1.2739 -1.2674
13 H -1.6672 -2.5193 -0.1744
14 H 2.1370 0.6478 -1.8795

Here are the natural (NBO) charges for atoms 1 to 4, given in e: C 0.35; C -0.60; C 0.44; C -0.53

***

[4]
Formula: C4H8NO2
Source: the Open Molecules 2025 dataset
Level of theory: ωB97M-V/def2-TZVPD

Largest force on an atom   2.925 eV/Å
Charge   -1
Structure (SMILES)   C[C@H](C=O)NC[O-]
E_LUMO   3.947 eV
E_tot   -9862.1253 eV

Element x y z (Å)
1 O 1.8015 -0.8005 2.2509
2 C 1.5220 -0.6833 1.0886
3 C 0.3632 0.1388 0.4481
4 C 0.9016 0.8796 -0.7567
5 N -0.6279 -0.8897 0.1148
6 C -1.9148 -0.1411 -0.4449
7 O -2.2380 0.9119 0.2164
8 H 2.0770 -1.2422 0.2928
9 H -0.0323 0.7951 1.2188
10 H 1.7284 1.5374 -0.4716
11 H 1.3217 0.1873 -1.5044
12 H 0.1323 1.4605 -1.2614
13 H -0.8956 -1.3128 1.0005
14 H -2.6601 -0.9360 -0.6543
15 H -1.4789 0.0949 -1.5374

Here are the natural (NBO) charges for atoms 1 to 4, given in e: O -0.57; C 0.48; C -0.17; C -0.62

***

[5]
Formula: C4H8NO2
Source: the Open Molecules 2025 dataset
Level of theory: ωB97M-V/def2-TZVPD

Largest force on an atom   4.452 eV/Å
Charge   -1
E_LUMO   3.758 eV
E_tot   -9857.2828 eV

Element x y z (Å)
1 C 0.8217 -1.8827 -1.9045
2 C -0.1161 1.1525 1.2708
3 C -0.3612 -0.9342 -0.3131
4 C -0.2804 0.6417 -0.2231
5 N 0.8344 -1.4174 -3.1722
6 O 1.6069 -2.0889 -3.9204
7 O 0.0528 -0.6166 -3.6828
8 H 1.6958 -2.4171 -1.5595
9 H -0.8448 0.4731 1.6398
10 H 0.8604 0.9058 1.6366
11 H -0.3293 2.1533 1.3879
12 H 0.1691 -1.4221 0.4944
13 H -1.2687 -1.4360 -0.5971
14 H 0.3860 1.1412 -0.9842
15 H -1.2681 1.0005 -0.4134

Here are the natural (NBO) charges for atoms 1 to 4, given in e: C -0.23; C -0.61; C -0.44; C -0.42

***

[6]
Formula: C4H8NO2
Source: the Open Molecules 2025 dataset
Level of theory: ωB97M-V/def2-TZVPD

Largest force on an atom   6.844 eV/Å
Charge   -1
Structure (SMILES)   C[C@@H](CO)/N=C\[O-]
E_LUMO   4.202 eV
E_tot   -9862.0645 eV

Element x y z (Å)
1 C 0.9807 0.8605 -1.2346
2 N 0.0406 -0.0889 -1.3234
3 C 0.7854 -1.1469 0.7807
4 C -0.3479 -0.9539 -0.2879
5 C -1.6420 -0.4851 0.5325
6 O -1.3868 0.7537 1.2424
7 O 1.6124 1.1545 -0.1825
8 H 1.2482 1.4533 -2.1065
9 H -0.5704 1.1148 0.9579
10 H 0.7849 -2.0603 1.2562
11 H 0.7413 -0.5378 1.5355
12 H 1.8198 -1.0889 0.3395
13 H -0.5180 -1.9344 -0.8242
14 H -1.9844 -1.1486 1.2161
15 H -2.2666 -0.0896 -0.3342

Here are the natural (NBO) charges for atoms 1 to 4, given in e: C 0.44; N -0.73; C -0.62; C -0.06

***

[7]
Formula: C4H8NO2
Source: the Open Molecules 2025 dataset
Level of theory: ωB97M-V/def2-TZVPD

Largest force on an atom   2.092 eV/Å
Charge   -1
E_LUMO   1.266 eV
E_tot   -9856.0957 eV

Element x y z (Å)
1 C 2.2443 1.2945 -0.3692
2 N 2.2434 0.5372 0.6013
3 C 0.9492 0.3629 1.2925
4 C -1.4204 -0.1675 -1.0625
5 C -2.4649 -0.3202 -0.0375
6 O -3.4454 -1.0506 -0.3607
7 O -2.3603 0.3894 0.9847
8 H 1.5246 0.8420 -1.1620
9 H 1.2255 -1.3939 -0.4287
10 H 1.8455 -1.5683 -0.8001
11 H 0.9779 1.1519 2.0465
12 H 0.9633 -0.5843 1.8388
13 H 0.0611 0.3676 0.6417
14 H -1.5825 -0.5553 -2.0662
15 H -0.7614 0.6945 -1.1186

Here are the natural (NBO) charges for atoms 1 to 4, given in e: C 0.01; N -0.43; C -0.46; C -0.36

***

[8]
Formula: C4H8NO2
Source: the Open Molecules 2025 dataset
Level of theory: ωB97M-V/def2-TZVPD

Largest force on an atom   8.583 eV/Å
Charge   +1
Structure (SMILES)   C[N+](C)=C(O)C=O
E_LUMO   -6.058 eV
E_tot   -9853.3274 eV

Element x y z (Å)
1 C -1.4863 -0.8582 -1.2276
2 C -0.9316 0.0244 -0.0858
3 C 0.8153 1.1274 1.2799
4 C 1.4896 -0.7463 -0.2739
5 N 0.4830 0.2207 0.2071
6 O -2.6573 -0.9293 -1.4433
7 O -1.8744 0.8718 0.3340
8 H -0.8029 -1.3941 -1.9571
9 H 1.3643 0.5499 1.9203
10 H -0.1667 1.4441 1.6180
11 H 1.4721 1.8307 0.7222
12 H 1.8106 -1.4653 0.6059
13 H 2.1637 -0.0562 -0.7067
14 H 1.2035 -1.2885 -1.1187
15 H -2.8831 0.6688 0.1259

Here are the natural (NBO) charges for atoms 1 to 4, given in e: C 0.34; C 0.59; C -0.41; C -0.42

***

[9]
Formula: C4H8NO2
Source: the Open Molecules 2025 dataset
Level of theory: ωB97M-V/def2-TZVPD

Largest force on an atom   3.332 eV/Å
Charge   +1
Structure (SMILES)   O=CC1(O)C[NH2+]C1
E_LUMO   -3.698 eV
E_tot   -9853.8495 eV

Element x y z (Å)
1 C 2.0733 0.1128 0.0514
2 C -0.3391 -0.1830 0.9447
3 C -0.1669 -0.1360 -1.1937
4 C 0.6433 0.5786 -0.0683
5 N -0.9141 -0.9483 -0.1797
6 O 2.2094 -1.0688 0.1454
7 O 0.5349 1.9186 -0.0917
8 H 2.8055 0.9387 -0.1675
9 H 0.2367 -0.7777 1.6804
10 H -0.9929 0.5100 1.5112
11 H -0.7880 0.6505 -1.5609
12 H 0.3738 -0.4811 -2.1012
13 H -0.6483 -1.9549 -0.0477
14 H -1.9522 -0.7632 -0.2272
15 H 0.8498 2.3900 -0.8296

Here are the natural (NBO) charges for atoms 1 to 4, given in e: C 0.42; C -0.24; C -0.25; C 0.15

***

[10]
Formula: C4H8NO2
Source: the Open Molecules 2025 dataset
Level of theory: ωB97M-V/def2-TZVPD

Largest force on an atom   6.579 eV/Å
Charge   +1
Structure (SMILES)   OC(O)CC1=C[NH2+]1
E_LUMO   -3.955 eV
E_tot   -9852.0473 eV

Element x y z (Å)
1 C -0.1708 2.1865 -0.7133
2 C -0.3157 0.8797 -0.6927
3 C 0.1132 -0.4575 -0.8988
4 C 0.3431 -1.2889 0.4567
5 N -1.5818 1.4897 -0.0270
6 O 1.4803 -2.0586 0.2111
7 O 0.6044 -0.4904 1.5156
8 H 0.1393 3.1557 -0.6192
9 H -0.4433 -1.0412 -1.5951
10 H 1.1350 -0.3629 -1.5032
11 H -0.4387 -1.9975 0.6386
12 H -1.5734 1.6106 0.9821
13 H -2.5373 1.4084 -0.3646
14 H 1.6865 -2.5689 1.0988
15 H 1.5592 -0.4648 1.5110

Here are the natural (NBO) charges for atoms 1 to 4, given in e: C 0.09; C 0.25; C -0.56; C 0.40

***

[11]
Formula: C4H8NO2P
Source: the Open Molecules 2025 dataset
Level of theory: ωB97M-V/def2-TZVPD

Largest force on an atom   4.002 eV/Å
Charge   0
Structure (SMILES)   N/C=C(\O)OP1CC1
E_LUMO   0.850 eV
E_tot   -19149.1390 eV

Element x y z (Å)
1 C -1.2248 1.2206 -1.8887
2 C 0.4333 -1.1285 0.2917
3 C -1.6955 1.2808 -0.4125
4 C 1.3873 -0.3098 0.7579
5 N 2.2330 -0.3505 1.8805
6 O -0.0181 -2.2973 0.9263
7 O -0.0526 -0.9685 -1.0001
8 P -1.6107 -0.5078 -1.2305
9 H -1.6674 1.8102 -2.6105
10 H -0.1758 1.3096 -1.8387
11 H -2.7196 1.7569 -0.1431
12 H -1.0377 1.3924 0.4458
13 H 1.4518 0.6214 0.1972
14 H -0.8766 -2.5002 0.5440
15 H 3.3138 -0.1520 1.6456
16 H 2.2596 -1.1773 2.4349

Here are the natural (NBO) charges for atoms 1 to 4, given in e: C -0.67; C 0.49; C -0.66; C -0.13

***

[12]
Formula: C4H8NO2S
Source: the Open Molecules 2025 dataset
Level of theory: ωB97M-V/def2-TZVPD

Largest force on an atom   4.009 eV/Å
Charge   -1
Structure (SMILES)   O=C[C@@H](CS)NC[O-]
E_LUMO   3.210 eV
E_tot   -20695.9401 eV

Element x y z (Å)
1 O 1.7608 2.4052 -0.2419
2 C 0.9144 1.6739 -0.7163
3 C 0.4048 0.2664 -0.2728
4 C 0.3015 0.1297 1.4284
5 S 1.8514 0.0605 2.3156
6 N -0.8046 0.1770 -1.0116
7 C -1.3211 -1.2375 -1.1949
8 O -1.3504 -1.9184 -0.0864
9 H 0.4959 2.0063 -1.7689
10 H 1.2444 -0.5996 -0.2769
11 H -0.2395 -0.8611 1.5081
12 H -0.4925 0.8190 1.7579
13 H 1.8125 -1.2010 2.7404
14 H -1.6913 0.7862 -0.5607
15 H -2.3584 -1.0314 -1.6283
16 H -0.5277 -1.4754 -1.9916

Here are the natural (NBO) charges for atoms 1 to 4, given in e: O -0.57; C 0.44; C -0.16; C -0.61

***

[13]
Formula: C4H8NO3
Source: the Open Molecules 2025 dataset
Level of theory: ωB97M-V/def2-TZVPD

Largest force on an atom   1.184 eV/Å
Charge   -1
Structure (SMILES)   O=C[C@@H](CO)NC[O-]
E_LUMO   3.850 eV
E_tot   -11909.5922 eV

Element x y z (Å)
1 O -1.3540 -1.4718 0.9541
2 C -0.2807 -1.0086 0.5844
3 C -0.1995 -0.0497 -0.5876
4 C -1.1512 1.1235 -0.3144
5 O -2.5183 0.7635 -0.4465
6 N 1.0961 0.4477 -0.9661
7 C 2.0472 0.5884 0.2039
8 O 2.4691 -0.6037 0.6665
9 H 0.6649 -1.2101 1.1291
10 H -0.6316 -0.5967 -1.4406
11 H -0.9749 1.4751 0.7152
12 H -0.9734 1.9690 -0.9742
13 H -2.6126 -0.1755 -0.2431
14 H 1.6538 -0.2201 -1.4961
15 H 1.5491 1.1707 1.0209
16 H 2.8539 1.2431 -0.2126

Here are the natural (NBO) charges for atoms 1 to 4, given in e: O -0.62; C 0.41; C -0.20; C -0.05

***

[14]
Formula: C4H8NO3
Source: the Open Molecules 2025 dataset
Level of theory: ωB97M-V/def2-TZVPD

Largest force on an atom   0.520 eV/Å
Charge   -1
E_LUMO   3.925 eV
E_tot   -11911.8055 eV

Element x y z (Å)
1 C -0.2828 -0.8819 2.0693
2 C -0.8020 0.5257 1.9564
3 C -0.5743 1.3274 0.9233
4 O -1.1355 2.5884 0.8717
5 H -1.1116 -1.5627 2.2732
6 H 0.1817 -1.1656 1.1249
7 H 0.4622 -0.9710 2.8649
8 H -1.4105 0.9258 2.7671
9 H 0.0832 1.0796 0.1002
10 H -1.3144 2.7956 -0.0507
11 N 1.1395 -1.2583 -3.0543
12 C 0.7395 -0.5044 -1.9183
13 O -0.2997 0.1801 -2.0460
14 O 1.4723 -0.6248 -0.9054
15 H 0.7438 -0.9317 -3.9167
16 H 2.1087 -1.5222 -3.0596

Here are the natural (NBO) charges for atoms 1 to 4, given in e: C -0.64; C -0.30; C 0.13; O -0.73

***

[15]
Formula: C4H8NO3
Source: the Open Molecules 2025 dataset
Level of theory: ωB97M-V/def2-TZVPD

Largest force on an atom   2.410 eV/Å
Charge   -1
Structure (SMILES)   N[C@H](CCO)C(=O)[O-]
E_LUMO   3.850 eV
E_tot   -11911.5016 eV

Element x y z (Å)
1 O -0.5728 -2.3094 2.0092
2 C -1.0283 -1.7040 0.9959
3 O -2.0893 -1.8569 0.3931
4 C -0.1256 -0.4419 0.5471
5 C -0.0910 -0.1012 -0.9630
6 C 1.2699 0.5395 -1.2477
7 O 1.2359 1.9349 -0.9236
8 N -0.4269 0.7862 1.2876
9 H 0.8625 -0.7657 0.9036
10 H -0.8218 0.6485 -1.2367
11 H -0.4010 -0.8415 -1.7025
12 H 1.3334 0.5324 -2.3493
13 H 2.1608 -0.0221 -0.8964
14 H 0.6638 1.9906 -0.1402
15 H -1.3684 1.0666 1.0369
16 H -0.6011 0.5439 2.2859

Here are the natural (NBO) charges for atoms 1 to 4, given in e: O -0.80; C 0.75; O -0.77; C -0.17

***

[16]
Formula: C4H8NO3
Source: the Open Molecules 2025 dataset
Level of theory: ωB97M-V/def2-TZVPD

Largest force on an atom   0.893 eV/Å
Charge   -1
Structure (SMILES)   C[C@@H](CO)NC(=O)[O-]
E_LUMO   3.499 eV
E_tot   -11912.0084 eV

Element x y z (Å)
1 C -0.8074 -1.0254 0.8476
2 C 0.1071 -0.1753 -0.0706
3 C -0.3421 -0.2497 -1.5318
4 O -0.0305 -1.4942 -2.1712
5 N 0.1899 1.2071 0.3177
6 C 1.0352 1.6919 1.3817
7 O 1.8511 0.8642 1.8457
8 O 0.8765 2.9120 1.6126
9 H -1.5005 -0.3734 1.3809
10 H -1.3082 -1.8397 0.3237
11 H -0.2150 -1.5784 1.5904
12 H 1.1069 -0.5753 0.0477
13 H 0.1587 0.5565 -2.0606
14 H -1.4224 -0.1369 -1.5887
15 H 0.9280 -1.5732 -2.1681
16 H -0.6272 1.7900 0.2430

Here are the natural (NBO) charges for atoms 1 to 4, given in e: C -0.63; C -0.08; C -0.06; O -0.74

***

[17]
Formula: C4H8NO3
Source: the Open Molecules 2025 dataset
Level of theory: ωB97M-V/def2-TZVPD

Largest force on an atom   7.414 eV/Å
Charge   +1
Structure (SMILES)   [NH3+][C@H](C=O)CC(=O)O
E_LUMO   -3.704 eV
E_tot   -11902.5429 eV

Element x y z (Å)
1 O 0.9187 1.6506 -2.3512
2 C 0.2149 1.8780 -1.3986
3 C -0.2807 0.5282 -0.6123
4 C 0.2448 0.4672 0.8338
5 C -0.1999 -0.9855 1.5207
6 O -0.0257 -0.8781 2.8190
7 O -0.4936 -2.0229 0.9641
8 N 0.0470 -0.8456 -1.3399
9 H -0.2153 2.7325 -1.0712
10 H -1.3396 0.6279 -0.5517
11 H -0.1956 1.2176 1.5437
12 H 1.4011 0.4993 0.8327
13 H -0.2627 -1.5396 3.4346
14 H -0.6989 -0.9559 -2.1224
15 H 0.8972 -0.6693 -1.8167
16 H -0.0115 -1.7045 -0.6846

Here are the natural (NBO) charges for atoms 1 to 4, given in e: O -0.47; C 0.46; C -0.15; C -0.54

***

[18]
Formula: C4H8NO5P
Source: the Open Molecules 2025 dataset
Level of theory: ωB97M-V/def2-TZVPD

Largest force on an atom   3.188 eV/Å
Charge   -2
E_LUMO (spin up / spin down)   6.384 / 6.330 eV
E_tot   -25292.4296 eV

Element x y z (Å)
1 C -0.6521 2.0160 -0.1812
2 C 1.7083 0.4195 0.9409
3 C -0.0735 -1.3058 -1.8933
4 C -0.7174 0.4751 -0.4931
5 N -1.0433 2.3113 1.1027
6 O -1.8872 -1.9271 0.7713
7 O -2.8750 0.4169 1.2546
8 O -0.1004 2.6741 -1.0936
9 O -3.0339 -0.7015 -1.1455
10 O -0.0859 0.1673 -1.6275
11 P -2.2290 -0.6227 0.1088
12 H 1.6525 0.0474 1.9591
13 H 1.3310 1.3740 0.6590
14 H 1.6749 -0.3576 0.1519
15 H 0.7833 -1.3882 -2.5459
16 H -1.0649 -1.6591 -2.2409
17 H 0.0744 -1.9001 -0.9628
18 H -2.1667 1.1623 1.1913
19 H -0.9290 3.2785 1.2282

Here are the natural (NBO) charges for atoms 1 to 4, given in e: C 0.54; C -0.66; C -0.30; C -0.06

***

[19]
Formula: C4H8NO5P
Source: the Open Molecules 2025 dataset
Level of theory: ωB97M-V/def2-TZVPD

Largest force on an atom   3.843 eV/Å
Charge   -2
E_LUMO   6.408 eV
E_tot   -25294.9387 eV

Element x y z (Å)
1 C -1.0443 0.4934 -2.9530
2 C 1.3118 0.9902 0.9585
3 C 1.1615 -1.3175 0.3880
4 C 0.5774 0.0016 0.2019
5 N -0.9568 1.6444 -2.8165
6 O -1.8610 -0.0158 1.8401
7 O -1.5030 1.6342 0.0403
8 O -1.2334 -0.6811 -3.1819
9 O -2.0287 -0.8480 -0.4590
10 O 1.2603 -1.7910 1.8169
11 P -1.1646 0.1203 0.5404
12 H 1.8787 0.5818 1.9005
13 H 2.1499 1.4048 0.4003
14 H 0.6078 1.7572 1.4233
15 H 2.3368 -1.2825 0.0647
16 H 0.5809 -2.1344 -0.1676
17 H -1.5392 -0.8000 -1.3973
18 H -1.1050 1.5148 -0.9474
19 H 0.5711 -1.2724 2.3476

Here are the natural (NBO) charges for atoms 1 to 4, given in e: C 0.61; C -0.61; C -0.08; C -0.85

***

[20]
Formula: C4H8NOP
Source: the Open Molecules 2025 dataset
Level of theory: ωB97M-V/def2-TZVPD

Largest force on an atom   1.619 eV/Å
Charge   0
Structure (SMILES)   CC/C(C=O)=N\P
E_LUMO   -0.362 eV
E_tot   -17102.6416 eV

Element x y z (Å)
1 C -1.4721 1.5219 -1.4209
2 C -1.2012 0.3397 -0.5618
3 C 1.1660 0.5176 0.1799
4 C -0.2985 0.5510 0.6211
5 N -1.7120 -0.7674 -0.9175
6 O -2.1445 1.5251 -2.4146
7 P -1.7418 -2.2430 -0.1665
8 H -0.9768 2.4455 -1.0574
9 H 1.3995 -0.4359 -0.2896
10 H 1.3696 1.3091 -0.5376
11 H 1.8200 0.6504 1.0383
12 H -0.5196 1.5139 1.0858
13 H -0.4866 -0.2431 1.3503
14 H -0.3872 -2.4958 0.0951
15 H -1.7524 -2.9578 -1.3621

Here are the natural (NBO) charges for atoms 1 to 4, given in e: C 0.38; C 0.18; C -0.60; C -0.47